Entry from OMol25: a structure of composition C14H39NO11PSSi2 (ωB97M-V/def2-TZVPD).

Output
Total charge: -1
2S+1: 1
E_tot, hartree: -2757.83131

Cartesian coordinates (Å):
N -0.325 0.817 5.817
C -1.800 0.942 5.646
Si -2.593 -0.644 5.011
O -3.547 -0.308 3.637
Si -3.042 -0.412 2.107
P -1.662 1.275 1.495
O -2.445 2.632 1.792
O -1.633 1.224 -0.124
S 0.132 1.191 2.199
C -3.746 -1.375 6.348
O -4.076 -2.570 6.222
O -4.068 -0.545 7.231
H 0.125 1.694 5.594
H -0.127 0.637 6.792
H -2.294 1.187 6.584
H -2.015 1.750 4.945
H -1.547 -1.632 4.632
H -4.217 -0.255 1.217
H -2.396 -1.693 1.765
H -1.833 3.268 2.189
H -0.802 0.778 -0.347
C 4.625 0.235 -2.467
O 3.973 -0.950 -2.887
C 3.499 -1.741 -1.809
C 2.025 -1.529 -1.551
O 1.750 -0.196 -1.157
C 1.271 0.616 -2.212
H 4.695 0.903 -3.324
H 4.074 0.738 -1.669
H 5.638 0.009 -2.113
H 4.070 -1.524 -0.901
H 3.664 -2.791 -2.069
H 1.712 -2.186 -0.735
H 1.444 -1.792 -2.441
H 0.213 0.408 -2.415
H 1.845 0.471 -3.130
H 1.365 1.653 -1.892
C 5.402 4.684 -0.887
O 5.484 5.774 -1.789
C 6.161 5.472 -2.994
C 5.208 5.159 -4.126
O 4.456 3.985 -3.879
C 3.149 4.243 -3.392
H 4.649 4.932 -0.142
H 5.110 3.762 -1.393
H 6.362 4.528 -0.382
H 6.852 4.635 -2.847
H 6.752 6.352 -3.267
H 5.790 4.989 -5.037
H 4.544 6.011 -4.304
H 2.489 4.548 -4.211
H 3.150 5.018 -2.622
H 2.772 3.317 -2.963
C -4.653 -4.948 1.694
O -4.577 -3.883 0.760
C -3.781 -4.163 -0.372
C -4.613 -4.540 -1.578
O -5.325 -5.751 -1.390
C -6.672 -5.561 -1.000
H -5.481 -4.733 2.366
H -4.829 -5.906 1.198
H -3.734 -5.008 2.286
H -3.058 -4.955 -0.150
H -3.220 -3.253 -0.610
H -3.947 -4.684 -2.435
H -5.303 -3.725 -1.819
H -7.285 -5.256 -1.856
H -6.761 -4.813 -0.210
H -7.041 -6.515 -0.627

Cartesian forces (eV/Å) of the 2 atoms listed first:
N -0.15 0.03 0.03
C 0.42 0.04 -0.35